No. 1
A structure of composition C25H55FeNO2Si2. Source: the OMol25 dataset; level of theory: ωB97M-V/def2-TZVPD.

Element x y z (Å)
O -0.75 -2.80 -1.18
O -2.08 -0.27 -3.40
C 0.66 -2.89 -1.12
C 1.27 -3.59 0.08
H 1.06 -1.87 -1.19
H 0.97 -3.40 -2.05
H 1.19 -2.97 0.98
H 2.33 -3.77 -0.11
H 0.80 -4.57 0.26
C -1.43 -2.91 0.07
C -2.82 -3.44 -0.18
H -1.48 -1.90 0.53
H -0.91 -3.55 0.80
H -3.41 -2.76 -0.80
H -3.36 -3.59 0.76
H -2.76 -4.41 -0.69
C -3.19 0.64 -3.59
C -1.95 -1.33 -4.35
C -4.35 0.32 -2.67
H -3.52 0.63 -4.65
H -2.85 1.66 -3.36
H -4.78 -0.66 -2.93
H -5.11 1.09 -2.79
H -4.04 0.33 -1.62
C -3.20 -2.18 -4.45
H -1.09 -1.94 -4.03
H -1.71 -0.90 -5.34
H -3.49 -2.54 -3.46
H -2.99 -3.05 -5.09
H -4.02 -1.63 -4.91
H -0.37 -0.29 -1.90
Fe 0.74 0.79 1.95
C -0.03 0.78 -1.81
Si 0.66 1.47 -3.42
H -0.91 1.35 -1.48
H 0.70 0.84 -0.99
C 1.53 0.06 -4.31
C 1.83 2.90 -3.05
C -0.54 2.21 -4.68
C 2.32 0.25 0.94
Si 3.53 1.15 2.06
H 2.40 0.58 -0.11
H 2.50 -0.85 0.95
C 4.36 2.52 1.07
C 4.80 -0.12 2.63
C 2.87 2.00 3.62
H -0.03 2.39 -5.63
H -0.94 3.17 -4.31
H -1.40 1.55 -4.89
H 2.42 -0.26 -3.75
H 1.86 0.40 -5.31
H 0.86 -0.80 -4.44
H 2.42 2.72 -2.14
H 1.27 3.83 -2.92
H 2.54 3.04 -3.88
H 5.01 -0.84 1.84
H 4.43 -0.67 3.51
H 5.74 0.37 2.91
H 2.27 1.36 4.28
H 2.30 2.91 3.39
H 3.76 2.31 4.20
H 5.23 2.93 1.61
H 3.66 3.36 0.91
H 4.69 2.17 0.09
C -2.17 0.58 2.22
N -1.12 1.59 2.53
C -1.35 2.85 1.81
C -1.00 1.75 4.02
C -0.30 0.53 4.56
C -0.30 0.21 5.92
C 0.28 -0.99 6.34
C 0.87 -1.84 5.41
C 0.95 -1.47 4.05
C 0.44 -0.24 3.65
H -2.17 0.38 1.13
H -3.15 0.98 2.51
H -1.98 -0.36 2.75
H -2.21 3.39 2.24
H -0.45 3.47 1.88
H -1.54 2.64 0.74
H -0.42 2.67 4.25
H -2.01 1.88 4.45
H -0.79 0.88 6.64
H 0.26 -1.26 7.40
H 1.29 -2.79 5.72
H 1.39 -2.16 3.33

Results
- 2S+1 = 5
- E_HOMO (alpha / beta) (eV) = -7.0232 / -8.0978
- E_tot (Ha) = -3033.40633
- orbital gap (alpha / beta) (eV) = 7.520 / 8.402

Mulliken atomic charge list, values in e, 8 entries: atom 1 (O): -0.212, atom 2 (O): 0.036, atom 3 (C): 0.480, atom 4 (C): -1.795, atom 5 (H): -0.012, atom 6 (H): 0.281, atom 7 (H): 0.309, atom 8 (H): 0.423


No. 2
A structure of composition C30H22BrF12MnNO5. Source: the OMol25 dataset; level of theory: ωB97M-V/def2-TZVPD.

Element x y z (Å)
Mn 0.85 -0.39 1.32
C -6.13 -2.09 0.58
C -4.65 -1.93 0.39
C -4.06 -1.90 -0.86
C -2.71 -1.68 -1.01
C -1.83 -1.45 0.08
N -0.52 -1.17 -0.14
C -0.12 -0.65 -1.37
C -0.88 0.31 -2.06
C -0.48 0.83 -3.27
C 0.71 0.42 -3.87
C 1.15 0.97 -5.20
C 1.50 -0.47 -3.15
C 1.15 -0.97 -1.90
C 2.15 -1.74 -1.00
O 2.37 -1.09 0.17
C 3.56 -1.84 -1.65
F 3.60 -2.51 -2.84
F 4.44 -2.46 -0.85
F 4.07 -0.62 -1.90
C 1.63 -3.22 -0.76
F 1.38 -3.45 0.52
F 0.54 -3.53 -1.48
F 2.55 -4.17 -1.12
C -2.41 -1.61 1.38
C -3.79 -1.82 1.48
C -1.57 -1.75 2.69
O -0.35 -1.20 2.74
C -1.45 -3.29 2.96
F -0.69 -3.56 4.04
F -2.64 -3.90 3.19
F -0.90 -3.92 1.92
C -2.31 -1.12 3.94
F -2.64 0.15 3.68
F -1.50 -1.11 5.01
F -3.44 -1.73 4.40
H -6.60 -2.52 -0.31
H -6.63 -1.14 0.79
H -6.36 -2.76 1.42
H -4.67 -2.06 -1.75
H -2.29 -1.68 -2.00
H -1.80 0.65 -1.61
H -1.10 1.58 -3.76
H 0.42 0.76 -5.98
H 2.10 0.52 -5.50
H 1.30 2.05 -5.16
H 2.45 -0.75 -3.60
H -4.23 -1.92 2.45
C 2.50 2.79 3.35
C 1.74 1.50 3.47
C 0.45 1.52 4.23
O 2.13 0.49 2.90
H 2.73 3.18 4.35
H 1.84 3.51 2.85
H 3.41 2.64 2.78
H -0.30 1.93 3.54
H 0.51 2.17 5.10
H 0.15 0.51 4.48
Br 3.98 4.14 -4.27
C 2.86 3.70 -2.78
C 3.03 2.49 -2.14
C 2.23 2.19 -1.04
C 1.30 3.11 -0.57
C 1.16 4.33 -1.24
C 1.92 4.63 -2.36
C 0.49 2.88 0.69
O 0.09 3.90 1.28
O 0.32 1.69 1.09
H 3.76 1.78 -2.49
H 2.36 1.23 -0.55
H 0.44 5.04 -0.85
H 1.80 5.57 -2.88

Results
- 2S+1 = 6
- E_HOMO (alpha / beta) (eV) = -1.1875 / -1.3576
- charge = -2
- E_tot (Ha) = -6511.05175
- orbital gap (alpha / beta) (eV) = 5.062 / 5.232

Mulliken atomic charge list, values in e, 8 entries: atom 1 (Mn): 1.607, atom 2 (C): -1.603, atom 3 (C): 0.301, atom 4 (C): -1.184, atom 5 (C): -0.418, atom 6 (C): 0.533, atom 7 (N): 1.212, atom 8 (C): -0.010


- E_tot of number 2 (C30H22BrF12MnNO5)?
  -6511.05175 Ha